Record 1
This record from OMol25 describes a structure of composition C3H4AgO3 at a distorted geometry. The level of theory is ωB97M-V/def2-TZVPD.

```
11
Properties=species:S:1:pos:R:3:forces:R:3:lowdin_charge:R:1
C 1.010 2.076 -0.046 -0.56 -1.61 1.47 -0.071
C 0.446 1.311 0.962 2.39 2.82 -1.11 -0.129
H 1.452 1.605 -0.935 -0.81 0.36 -0.02 0.054
H 0.679 1.630 1.989 -1.04 -0.32 -0.06 0.047
H 1.203 3.147 0.121 0.10 -0.44 -0.04 0.053
O -1.525 -1.084 -1.068 -0.64 -1.66 -1.39 -0.123
C -0.831 -1.760 -0.263 0.66 1.64 1.08 -0.826
O -0.260 -1.223 0.727 -0.12 -1.55 0.11 -0.090
O -0.684 -3.066 -0.409 0.45 -1.59 -0.53 0.117
Ag -1.353 0.611 0.107 -0.05 2.44 0.54 0.839
H -0.136 -3.246 -1.184 -0.38 -0.10 -0.07 0.129
```
Forces are in eV/Å.

**Multiplicity**: 2
**Maximum force**: 3.87 eV Å⁻¹
**Relative energy (zero: lowest compared OMol25 entry of this formula, charge and spin)**: 33.4 kcal/mol
**⟨S²⟩**: 0.76
**DFT total energy**: -489.25083 Ha

=====

Record 2
This record from OMol25 describes a structure of composition C6H9Cl2CoO3PYb at a distorted geometry. The level of theory is ωB97M-V/def2-TZVPD.

```
23
Properties=species:S:1:pos:R:3:forces:R:3:lowdin_charge:R:1
Yb -0.001 -0.404 -5.387 -0.88 1.48 -1.80 1.588
Co 0.602 -0.440 0.456 2.45 1.41 -3.17 0.522
Cl -1.028 1.738 -5.401 0.66 -1.27 0.58 0.056
Cl 0.611 -1.175 -1.631 0.07 0.59 0.44 0.123
C -0.482 -1.835 0.922 -8.34 -7.08 4.90 -0.103
C -0.555 0.111 -7.991 -1.15 0.99 -5.15 -0.087
C 0.134 -1.880 -7.525 0.82 -4.98 -4.29 -0.069
O -1.350 -2.482 1.417 6.01 4.13 -3.69 0.235
O -0.740 0.046 -9.130 0.59 0.92 4.96 0.225
O 0.162 -2.467 -8.530 -0.03 2.77 5.25 0.225
C 1.051 2.150 2.735 0.61 0.07 -1.66 -0.149
P 0.352 0.483 2.608 -1.86 1.46 5.34 0.894
C 0.958 -0.658 3.866 1.67 -0.96 -0.76 -0.168
C -1.387 0.519 3.165 -0.63 0.24 -1.43 -0.163
H 2.085 2.082 2.374 -0.05 0.42 0.12 0.079
H 1.060 2.577 3.755 -0.29 -0.65 0.25 0.135
H 0.456 2.804 2.080 0.25 0.02 0.14 0.085
H 0.554 -0.439 4.880 -0.03 0.35 -0.63 0.127
H 0.653 -1.690 3.617 0.17 0.20 0.24 0.083
H 2.057 -0.598 3.866 -0.22 -0.30 0.27 0.088
H -1.402 0.463 4.275 0.24 0.06 -0.53 0.115
H -1.849 1.455 2.812 -0.12 -0.44 0.18 0.088
H -1.940 -0.360 2.767 0.06 0.58 0.40 0.070
```
Forces are in eV/Å.

**Multiplicity**: 6
**Maximum force**: 11.99 eV Å⁻¹
**Relative energy (zero: lowest compared OMol25 entry of this formula, charge and spin)**: 39.5 kcal/mol
**⟨S²⟩**: 8.77
**DFT total energy**: -4261.10545 Ha
**Total charge**: +4

=====

Record 3
This record from OMol25 describes an isolated molecule of C9H5NO at a distorted geometry. The level of theory is ωB97M-V/def2-TZVPD.

```
16
Properties=species:S:1:pos:R:3:forces:R:3:lowdin_charge:R:1
N -1.008 -4.144 -0.012 1.70 4.36 -1.07 0.164
C -0.574 -3.047 -0.192 -1.01 -4.35 1.40 -0.117
C -0.051 -1.725 -0.164 0.52 3.29 1.31 -0.242
C 1.117 -1.030 0.127 3.56 -1.62 0.29 0.047
C 0.882 0.428 0.090 4.51 -0.15 0.14 -0.148
C 1.743 1.695 0.210 -1.13 -2.34 1.61 0.016
C 0.923 2.781 0.405 1.17 3.53 -0.77 -0.150
C -0.419 2.894 -0.049 -1.69 -0.75 1.80 -0.096
C -1.157 1.705 -0.212 -1.51 1.58 -2.20 0.006
C -0.416 0.509 -0.127 -4.47 -0.44 -0.07 -0.256
O -1.058 -0.754 -0.176 0.72 1.10 -1.08 0.044
H 2.232 -1.451 0.426 -3.34 0.79 -1.15 0.175
H 2.877 1.706 0.429 -2.23 -0.24 -0.40 0.132
H 1.251 3.864 0.729 0.34 -2.51 -0.67 0.134
H -0.876 3.949 0.073 0.48 -2.12 -0.69 0.130
H -2.242 1.717 -0.695 2.37 -0.14 1.55 0.160
```
Forces are in eV/Å.

**Maximum force**: 4.80 eV Å⁻¹
**Relative energy (zero: lowest compared OMol25 entry of this formula, charge and spin)**: 37.2 kcal/mol
**Structure (SMILES)**: N#Cc1cc2ccccc2o1
**DFT total energy**: -475.84710 Ha